DFT (ωB97M-V with the def2-TZVPD basis set) results for a structure of composition C27H26CrN2P2S3.

Structure (XYZ):
```
61
Properties=species:S:1:pos:R:3
Cr -0.06513 -1.04432 0.27693
S 1.90906 0.32623 -0.55528
P 0.48163 0.37167 -2.00667
C -1.00220 -0.10466 -1.35863
P -1.98065 0.82485 -0.35515
S -1.32603 0.64720 1.58962
C -2.15882 2.57151 -0.82021
C -1.24170 3.50062 -0.34117
C -1.26551 4.80844 -0.80353
C -2.21216 5.19669 -1.74052
C -3.13126 4.27344 -2.22146
C -3.09925 2.96382 -1.76979
C -3.68400 0.20213 -0.35521
C -3.97128 -1.03601 -0.91205
C -5.25962 -1.55178 -0.83844
C -6.26285 -0.82883 -0.21386
C -5.97963 0.41428 0.34295
C -4.69474 0.92523 0.27708
C 0.46587 1.94102 -2.91550
C -0.61618 2.25438 -3.73097
C -0.61502 3.43195 -4.46181
C 0.46597 4.30025 -4.38481
C 1.54607 3.99278 -3.56946
C 1.54450 2.81566 -2.83448
C 0.99961 -0.83251 -3.27242
C 1.49096 -0.44495 -4.51340
C 1.90651 -1.39865 -5.43585
C 1.83656 -2.74635 -5.12624
C 1.34815 -3.14169 -3.88621
C 0.93398 -2.19088 -2.97098
H -0.50183 3.18922 0.38750
H -0.54236 5.52372 -0.43318
H -2.23282 6.21798 -2.09935
H -3.86969 4.57117 -2.95506
H -3.80905 2.24539 -2.16240
H -3.18152 -1.57678 -1.41993
H -5.47790 -2.51739 -1.27660
H -7.26719 -1.22963 -0.16142
H -6.76140 0.98241 0.83049
H -4.47708 1.88760 0.72547
H -1.46198 1.57888 -3.78712
H -1.46359 3.67493 -5.08878
H 0.46327 5.21952 -4.95679
H 2.38807 4.66975 -3.50224
H 2.37773 2.57061 -2.18683
H 1.55884 0.60315 -4.77421
H 2.28569 -1.07942 -6.39823
H 2.15910 -3.48866 -5.84494
H 1.28945 -4.19261 -3.63358
H 0.54836 -2.52035 -2.01138
C 1.81485 0.30419 3.81470
N 1.88988 -0.82563 2.90464
C 0.97065 -1.78364 2.83505
N 0.02296 -1.83385 3.78468
S 1.01009 -2.91920 1.55060
H 2.73684 0.87235 3.73354
H 1.71993 -0.04649 4.84236
H 0.97790 0.95900 3.55558
H 2.46732 -0.73954 2.08061
H -0.24574 -0.98408 4.25724
H -0.72771 -2.48069 3.60564
```

Summary:
Lowest unoccupied orbital energy (alpha / beta): 0.327 / 0.421 eV
Spin multiplicity: 5
Molecular weight: 588.66 g/mol
Electronic energy: -4075.80713 hartree
Expectation value of S²: 6.054

DFT (ωB97M-V with the def2-TZVPD basis set) results for a cluster of 2 separate species, CHN3O3 in total.

Structure (XYZ):
```
8
Properties=species:S:1:pos:R:3
C -1.96488 -0.14449 0.03268
N -2.28625 0.96724 0.09204
N 0.80635 -0.76649 0.02939
N 1.18346 0.48210 0.26971
O 2.05259 0.75216 -0.57042
O 0.54023 1.12526 1.02029
O -1.61120 -1.25334 -0.15373
H 1.27969 -1.16244 -0.71997
```

Summary:
ΔE to the lowest compared entry with this formula, charge and spin: 570.65 kJ/mol
Lowest unoccupied orbital energy (alpha / beta): -5.148 / -5.358 eV
Spin multiplicity: 1
Molecular weight: 103.04 g/mol
Electronic energy: -428.34714 hartree

DFT (ωB97M-V with the def2-TZVPD basis set) results for a cluster of 22 separate species, C71H191N5O22 in total.

Structure (XYZ):
```
289
Properties=species:S:1:pos:R:3
C 11.64772 17.20904 13.39552
C 11.57103 16.04075 14.32729
C 11.59089 14.65562 13.68276
O 10.58924 14.45170 12.75374
C 10.36537 13.14532 12.20164
N 12.77501 16.09058 15.18762
H 11.61704 18.17039 13.84896
H 10.79728 17.05490 12.65905
H 12.56305 17.21222 12.80686
H 10.72653 16.10847 14.95452
H 11.49115 13.97193 14.55081
H 12.65408 14.63583 13.26229
H 11.16566 12.88214 11.48096
H 9.43226 13.15377 11.69688
H 10.40104 12.37852 12.97397
H 13.04701 15.29977 15.80601
H 13.60957 16.20969 14.60871
C 17.69728 15.62317 12.73714
C 16.30235 16.01770 12.69536
C 15.33794 14.86782 12.30419
O 15.76254 14.09971 11.18732
C 15.28061 14.72045 9.96726
N 15.82952 16.46162 14.04922
H 18.35079 16.36689 13.16957
H 18.10897 15.66227 11.78264
H 17.90441 14.58492 13.08942
H 16.21040 16.87991 12.00017
H 14.28909 15.32223 12.13061
H 15.41381 14.15214 13.13682
H 15.76717 15.68459 9.69763
H 14.21303 14.78581 10.06592
H 15.55472 13.98306 9.21558
H 16.12372 17.35073 14.34864
H 16.21049 15.77984 14.71256
C 21.14660 12.85685 18.76598
C 22.00411 12.09076 17.70320
C 23.47656 11.99701 18.13102
O 24.09116 11.14221 17.12732
C 25.40296 10.71834 17.44318
N 21.30316 10.79289 17.50313
H 20.38906 13.55423 18.38867
H 21.68645 13.50527 19.45032
H 20.63070 12.18883 19.45787
H 21.94341 12.63373 16.75010
H 23.57160 11.45855 19.11157
H 23.94044 12.98473 18.07573
H 26.03586 11.62066 17.57634
H 25.75785 10.27231 16.53846
H 25.40416 10.17893 18.37526
H 21.82629 10.24178 16.86874
H 21.23549 10.27819 18.41781
C 18.22988 14.45673 17.02763
C 16.82582 14.01825 17.22703
C 15.97633 15.17708 17.65563
O 16.31206 15.47833 18.98656
C 15.38800 16.40075 19.60392
N 16.26135 13.48121 15.97753
H 18.33934 15.05512 16.08202
H 18.81903 13.53593 16.92701
H 18.57040 15.09972 17.81544
H 16.70166 13.36992 18.11299
H 14.88541 15.01716 17.53182
H 16.16396 16.09047 17.03680
H 14.35808 15.92063 19.51321
H 15.32504 17.44512 19.20174
H 15.66527 16.45266 20.65339
H 17.07035 13.04440 15.56642
H 15.48686 12.80724 16.16080
C 20.33424 17.96542 17.25666
C 18.93887 18.39480 16.94875
C 17.99133 18.46582 18.14352
O 18.46231 19.58081 18.90900
C 17.55392 20.24896 19.66704
N 18.95150 19.74867 16.23384
H 20.82106 17.80169 16.26054
H 20.38017 17.04695 17.88714
H 20.83937 18.71442 17.81367
H 18.50404 17.71934 16.19626
H 18.04851 17.53783 18.72732
H 16.94888 18.55462 17.81021
H 16.68029 20.55783 19.04168
H 18.08823 21.11468 20.11698
H 17.15922 19.63904 20.48697
H 17.98266 20.05713 16.02538
H 19.39840 20.41846 16.87471
C 16.59507 13.89188 26.16384
C 17.82537 14.28848 25.38626
C 19.13019 13.58742 25.66586
O 17.49632 14.08722 24.01631
H 16.27694 12.82414 25.99835
H 15.73306 14.46410 25.71245
H 16.65227 14.07262 27.19948
H 17.99378 15.29641 25.61887
H 19.08877 12.55598 25.49771
H 19.49855 13.84706 26.65640
H 19.90128 14.07860 25.01301
H 16.76370 14.65292 23.83079
C 11.49392 17.40073 22.32406
C 11.58376 16.00244 21.79265
C 10.86904 15.69590 20.47419
O 12.95002 15.70505 21.71021
H 10.47062 17.65108 22.52997
H 11.88873 18.04260 21.59959
H 12.03135 17.63731 23.28799
H 11.08305 15.38773 22.52273
H 11.13552 14.75639 20.10316
H 11.04388 16.45716 19.68856
H 9.81835 15.79650 20.64385
H 13.12461 14.80184 21.50296
C 24.71718 16.73841 15.25985
C 24.41364 16.63774 16.76870
C 24.33107 17.99877 17.36236
O 23.19660 15.91604 16.98566
H 24.58160 15.71135 14.83513
H 25.75654 17.09745 15.15591
H 24.02555 17.44058 14.81671
H 25.14793 16.01085 17.27457
H 23.45425 18.46910 16.92880
H 25.16334 18.59114 17.02517
H 24.21264 17.96064 18.43488
H 23.12762 15.66106 17.88199
C 18.82453 16.69287 21.84768
C 20.12072 16.23544 21.15475
C 20.92589 17.40910 20.64342
O 20.91205 15.35457 21.97056
H 18.24157 15.74886 22.16002
H 18.22001 17.12311 21.05929
H 19.05078 17.42087 22.63958
H 19.83855 15.68634 20.27056
H 20.28008 18.06798 20.08210
H 21.71846 17.01500 20.00033
H 21.37606 17.88385 21.50699
H 21.15588 15.92755 22.73700
C 25.80265 15.40907 19.78572
C 24.60168 14.97250 20.63609
C 24.59254 15.71153 21.96651
O 23.39762 15.28481 19.88555
H 25.80899 14.75694 18.96168
H 26.69854 15.24813 20.32192
H 25.82505 16.49168 19.48264
H 24.66174 13.83229 20.84407
H 25.55383 15.63917 22.45879
H 23.80218 15.33225 22.61330
H 24.37451 16.74201 21.71599
H 22.66945 15.30274 20.48561
C 18.79490 9.40942 14.81160
C 18.11212 10.31709 15.77574
C 17.62728 9.69527 17.08733
O 18.93091 11.46330 15.91937
H 18.07749 8.65319 14.37808
H 19.71041 8.86120 15.26890
H 19.11959 9.93299 13.95582
H 17.20302 10.69363 15.25015
H 16.93534 8.87224 16.76521
H 17.09140 10.43568 17.71512
H 18.44831 9.28062 17.72040
H 19.68509 11.17846 16.50533
C 13.88401 19.52673 18.77613
C 13.12432 18.54123 17.89471
C 11.75080 19.18086 17.57496
O 13.93508 18.35291 16.72760
H 13.65620 20.58218 18.49731
H 14.98381 19.31676 18.65345
H 13.67768 19.35551 19.82205
H 12.81677 17.57269 18.41109
H 11.35473 19.61336 18.50178
H 10.97127 18.54706 17.16146
H 11.84545 20.02112 16.84346
H 13.45509 17.74664 16.11361
C 21.61386 19.11047 12.16404
C 20.80645 19.75909 13.24444
C 19.91290 20.93789 12.82298
O 20.00186 18.74936 13.86450
H 22.28243 19.83900 11.69419
H 20.90578 18.71318 11.35268
H 22.15939 18.23029 12.52436
H 21.53966 20.17008 13.96588
H 20.52408 21.87078 12.76624
H 19.18387 21.09062 13.65674
H 19.34147 20.74305 11.89460
H 19.66060 19.12163 14.71508
C 12.65384 10.32097 16.65551
C 12.30984 11.73420 17.03933
C 12.43041 12.04970 18.54044
O 13.22113 12.58544 16.35346
H 11.95436 9.56788 17.12131
H 13.69158 10.06676 17.01773
H 12.62180 10.17214 15.57484
H 11.27083 11.94110 16.75788
H 13.44676 12.02343 18.94058
H 11.79378 11.35789 19.11778
H 11.98069 13.00830 18.81077
H 13.27970 12.31089 15.44044
C 20.13418 21.82015 22.17796
C 21.14792 20.91582 21.52250
C 22.16539 21.57585 20.57169
O 21.75554 20.22289 22.64629
H 20.54153 22.71843 22.55366
H 19.65256 21.30245 23.07637
H 19.33364 22.17021 21.58458
H 20.57098 20.13662 21.04255
H 21.77630 21.91456 19.60274
H 22.98034 20.87370 20.32315
H 22.59809 22.43375 21.03322
H 22.55016 19.81202 22.29816
C 21.48334 16.45855 26.02130
C 21.64195 17.81250 25.37770
C 23.05086 18.27693 25.31924
O 21.01859 17.68639 24.08182
H 21.83158 16.53007 27.07056
H 22.13751 15.74660 25.51960
H 20.44839 16.05916 26.10858
H 21.06778 18.48078 25.98456
H 23.76389 17.63549 24.82727
H 23.50299 18.57884 26.28009
H 23.04862 19.21280 24.68076
H 21.19245 18.53164 23.52621
C 15.69573 12.72277 21.16870
C 16.76294 11.62260 21.31516
C 18.06755 12.09088 20.85314
O 16.95818 11.07189 22.69306
H 15.81490 13.40229 22.07322
H 14.71169 12.24312 21.33865
H 15.73747 13.25074 20.23018
H 16.40979 10.74381 20.79872
H 18.80125 11.29074 20.78541
H 18.39649 12.87802 21.50781
H 18.01891 12.61744 19.98789
H 17.28431 11.78885 23.26126
C 21.06044 14.26889 14.33101
C 21.72334 13.05525 13.56216
C 23.26123 13.24073 13.44304
O 21.47464 11.87013 14.35134
H 21.38004 15.30254 13.88031
H 21.44662 14.10825 15.30486
H 20.04051 14.16828 14.40281
H 21.45152 13.02046 12.52288
H 23.35668 14.19727 12.86600
H 23.71734 12.40670 12.92232
H 23.75026 13.39934 14.44330
H 20.54976 11.83630 14.51706
C 14.23302 20.81382 13.62323
C 15.24200 19.63527 13.63762
C 16.37579 19.75842 12.67390
O 15.77952 19.46590 14.94629
H 13.58361 20.75052 12.71009
H 14.81649 21.78172 13.70433
H 13.61315 20.89526 14.47802
H 14.69089 18.74950 13.38314
H 16.93692 18.83945 12.46414
H 17.02950 20.60077 12.97424
H 15.90320 20.07645 11.71357
H 15.08161 19.06510 15.49352
C 12.85394 21.44967 21.28504
C 12.07712 22.08685 22.43862
C 10.60737 22.14517 22.28118
O 12.52513 21.31123 23.57807
H 12.49463 20.45483 21.07944
H 13.91864 21.44534 21.46323
H 12.57674 22.01137 20.38503
H 12.55110 23.10024 22.50225
H 10.30863 22.64264 23.19484
H 10.29768 21.08882 22.24801
H 10.18580 22.68140 21.40372
H 12.06674 21.63802 24.40499
C 14.25622 9.36027 12.84911
C 14.82952 10.65776 13.52977
C 16.11632 11.16995 12.89751
O 13.80487 11.64283 13.58522
H 14.82584 8.44473 12.90492
H 14.06244 9.61042 11.75006
H 13.24355 9.26845 13.38340
H 15.01166 10.37336 14.54895
H 16.88323 10.39567 12.84768
H 16.56719 11.95600 13.44901
H 15.90944 11.50330 11.85226
H 14.00577 12.41109 13.03019
C 16.18246 17.58083 25.18642
C 15.14124 17.39616 24.14136
C 15.21752 18.41592 23.00631
O 15.38862 16.08767 23.67600
H 16.20329 18.56056 25.65298
H 17.19137 17.54778 24.68997
H 16.18852 16.80182 26.00874
H 14.16321 17.43257 24.69905
H 14.46338 18.33697 22.23588
H 16.28657 18.30635 22.67035
H 15.09612 19.47433 23.43584
H 14.94354 15.97138 22.80288
```

Summary:
Lowest unoccupied orbital energy: 0.497 eV
Spin multiplicity: 1
Molecular weight: 1467.32 g/mol
Electronic energy: -4748.58436 hartree

DFT (ωB97M-V with the def2-TZVPD basis set) results for a structure of composition C21H44CoGeINO2Si3.

Structure (XYZ):
```
74
Properties=species:S:1:pos:R:3
Co -0.26701 0.38523 0.52313
C 4.42477 -2.43124 0.20308
Si 2.55522 -2.21413 0.09373
C 2.07456 -2.79790 -1.62566
C 1.76919 -3.25151 1.43854
Ge 2.15179 0.15796 0.39898
Si 2.54570 1.28210 -1.70608
C 1.19751 0.84116 -2.92546
C 4.19062 0.58877 -2.29876
C 2.68784 3.13953 -1.56327
Si 3.63372 0.78876 2.19266
C 3.29097 2.43074 3.04036
C 3.64272 -0.54311 3.51825
C 5.33911 0.93064 1.41694
H 4.67592 -3.47487 -0.00823
H 4.82537 -2.18970 1.18821
H 4.94457 -1.81301 -0.53242
H 2.31568 -3.86116 -1.71707
H 2.63655 -2.26615 -2.39548
H 1.01056 -2.67525 -1.82252
H 2.05152 -4.30004 1.30234
H 0.68543 -3.18617 1.40028
H 2.11134 -2.94785 2.43049
H 1.12964 -0.23952 -3.06911
H 1.41391 1.30359 -3.89248
H 0.22016 1.18567 -2.58424
H 4.14756 -0.49289 -2.43573
H 5.00477 0.80931 -1.60620
H 4.44012 1.03626 -3.26502
H 1.72890 3.59498 -1.32220
H 3.03023 3.55233 -2.51677
H 3.40643 3.43534 -0.79500
H 2.28467 2.53744 3.44525
H 3.47064 3.27113 2.36651
H 3.99141 2.52115 3.87616
H 2.66807 -0.65324 3.99659
H 4.36204 -0.27097 4.29565
H 3.93042 -1.51663 3.11956
H 5.36498 1.74502 0.68930
H 5.63875 0.01373 0.90762
H 6.08592 1.14684 2.18556
I -1.78369 0.15411 2.93830
C 0.27900 0.17482 2.36308
H 0.65794 -0.81388 2.60869
H 0.80851 0.94904 2.90400
C -1.86981 -2.24367 -1.77417
C -1.24422 -1.27751 -0.81768
O -0.54767 -1.62835 0.16591
O -1.36730 -0.03540 -1.01859
H -1.90146 -3.24193 -1.34502
H -1.26436 -2.26394 -2.68232
H -2.86766 -1.90777 -2.04875
C -2.87171 2.58782 -2.29210
N -3.66907 2.78880 -1.09301
C -4.99114 2.22161 -1.26432
C -3.03224 2.22599 0.09621
C -1.73090 2.92531 0.42588
C -1.81329 4.31604 0.53671
C -0.72004 5.09438 0.86667
C 0.49809 4.47858 1.09959
C 0.59548 3.09971 0.99037
C -0.49448 2.29532 0.64703
H -3.36522 3.07345 -3.13520
H -2.72708 1.52338 -2.52872
H -1.88813 3.04161 -2.16442
H -5.48103 2.67817 -2.12531
H -5.59888 2.41891 -0.37992
H -4.96514 1.12934 -1.42567
H -2.89154 1.14665 0.00152
H -3.72043 2.38578 0.93325
H -2.77373 4.77980 0.34474
H -0.82081 6.16938 0.94847
H 1.37314 5.06128 1.36402
H 1.56047 2.64841 1.17247
```

Summary:
ΔE to the lowest compared entry with this formula, charge and spin: 15.45 kJ/mol
Lowest unoccupied orbital energy (alpha / beta): -0.619 / -0.351 eV
Spin multiplicity: 2
Molecular weight: 685.29 g/mol
Electronic energy: -5657.72405 hartree
Expectation value of S²: 0.804